Computed, not measured: 2 unconnected molecules or ions with the total composition C29H29N2O, with the ωB97M-V functional and the def2-TZVPD basis.

Structure (XYZ):
```
61
Properties=species:S:1:pos:R:3:forces:R:3
C 0.024 1.034 2.154 -0.20 0.78 0.32
C -1.322 0.738 2.773 -0.03 0.18 -0.32
C -2.333 1.695 2.565 0.08 -0.33 0.30
C -3.648 1.418 2.938 0.29 -0.21 -0.01
C -3.950 0.169 3.503 0.12 0.23 -0.10
C -2.943 -0.779 3.720 -0.08 0.31 -0.14
C -1.624 -0.500 3.352 -0.50 0.19 0.06
C 1.332 0.845 2.888 0.28 0.30 -0.25
C 2.365 1.750 2.555 -0.18 -0.44 0.09
C 3.691 1.431 2.848 -0.19 -0.18 0.24
C 3.975 0.204 3.477 -0.07 0.34 -0.06
C 2.945 -0.653 3.884 0.14 0.60 -0.06
C 1.618 -0.306 3.628 0.38 -0.01 -0.16
H -0.016 2.067 1.754 0.11 -0.53 0.18
H -2.069 2.663 2.114 -0.18 -0.53 0.24
H -4.411 2.183 2.767 0.15 -0.44 0.16
H -4.981 -0.050 3.768 0.20 -0.04 0.02
H -3.184 -1.745 4.164 0.00 0.24 -0.07
H -0.847 -1.251 3.525 -0.55 0.36 -0.14
H 2.107 2.685 2.032 0.20 -0.56 0.26
H 4.483 2.146 2.586 -0.30 -0.50 0.18
H 5.010 -0.048 3.683 -0.12 -0.06 -0.01
H 3.169 -1.583 4.403 0.02 0.25 -0.07
H 0.825 -0.959 3.991 0.39 0.22 -0.22
C -0.336 -3.055 0.987 0.26 -0.33 0.43
N -0.793 -2.150 -0.055 0.61 0.38 -0.58
C 0.000 -1.246 -0.684 -1.95 0.12 0.18
H 0.105 0.380 1.291 -0.01 -0.14 -0.45
C 1.450 -1.382 -0.832 0.87 0.12 -0.02
C 2.485 -0.704 -0.148 -0.49 -0.57 -0.38
C 3.798 -1.040 -0.440 0.56 -0.42 -0.57
C 4.102 -1.995 -1.449 -0.02 -0.29 -0.31
O 5.413 -2.267 -1.718 -0.81 -0.01 -0.04
C 5.685 -3.221 -2.778 -0.18 0.30 0.36
C 3.060 -2.637 -2.158 0.64 0.24 0.20
C 1.756 -2.327 -1.835 -0.26 0.14 0.25
N -0.785 -0.514 -1.510 0.49 -0.70 0.10
C -0.314 0.612 -2.299 0.32 0.55 -0.27
C -2.032 -1.162 -1.652 0.79 -0.47 0.00
C -2.042 -2.202 -0.708 0.79 0.00 -0.62
C -2.855 -3.319 -0.862 -0.67 0.11 -0.27
C -3.695 -3.341 -1.991 0.21 0.05 0.83
C -3.679 -2.304 -2.935 0.24 0.78 0.12
C -2.825 -1.196 -2.793 -0.66 -0.26 0.06
H -1.061 -3.871 1.071 0.24 0.27 0.12
H 0.648 -3.489 0.747 -0.38 0.27 -0.08
H -0.252 -2.514 1.950 -0.16 -0.34 -0.57
H 2.253 0.060 0.597 0.19 -0.31 -0.15
H 4.642 -0.584 0.079 -0.33 -0.01 -0.11
H 6.775 -3.280 -2.827 -0.34 -0.03 -0.04
H 5.248 -4.204 -2.531 0.28 0.32 -0.04
H 5.265 -2.867 -3.734 0.27 -0.07 0.33
H 3.273 -3.362 -2.953 -0.19 0.42 0.50
H 0.958 -2.840 -2.385 0.16 0.25 0.28
H -1.041 0.819 -3.092 0.21 0.04 0.36
H -0.194 1.497 -1.645 -0.19 -0.42 -0.41
H 0.659 0.410 -2.779 -0.41 -0.15 0.32
H -2.775 -4.149 -0.158 -0.25 0.19 -0.37
H -4.368 -4.186 -2.135 0.27 0.21 -0.01
H -4.334 -2.359 -3.804 0.24 -0.03 0.21
H -2.715 -0.422 -3.557 -0.27 -0.39 0.21
```
Positions in Å, forces in eV/Å.

Properties
HOMO-LUMO gap = 8.47 eV
LUMO = -2.86 eV
total charge = +1
electronic energy = -1306.98933 hartree
energy relative to the best compared isomer or geometry (same formula, charge and spin) = 0.0 kJ/mol

Atom charges from the Mulliken analysis, given in e for atoms 1 to 4: C 0.62; C 0.90; C -0.55; C -0.61


Computed, not measured: a molecular structure, C29H29N4O7PS2SeW, with the ωB97M-V functional and the def2-TZVPD basis.

Structure (XYZ):
```
74
Properties=species:S:1:pos:R:3:forces:R:3
W 0.088 -0.141 -0.764 1.72 -0.83 4.14
C 1.574 -1.711 0.503 -0.11 0.05 0.17
C 2.161 -1.508 -0.769 0.07 0.00 0.04
C 2.527 -0.166 -0.867 0.22 -0.05 0.20
C 2.224 0.458 0.378 -0.13 -0.13 0.00
C 1.635 -0.503 1.215 0.57 -0.13 0.16
H 1.258 -2.658 0.909 -0.33 0.01 -0.17
H 2.359 -2.261 -1.508 -0.34 0.01 -0.18
H 3.109 0.262 -1.665 -0.28 0.10 -0.21
H 2.524 1.449 0.679 -0.29 0.17 -0.15
H 1.439 -0.389 2.267 -0.39 0.11 -0.06
C 0.066 13.662 -0.773 0.03 -0.02 0.00
O 0.007 12.834 0.382 0.02 0.05 -0.02
C 0.060 11.501 0.211 0.02 -0.03 -0.09
C -0.046 10.732 1.371 -0.04 -0.01 0.10
C -0.036 9.358 1.292 -0.01 -0.06 0.02
C 0.087 8.713 0.059 0.00 -0.02 0.00
C 0.223 9.486 -1.088 -0.02 -0.03 -0.01
C 0.211 10.869 -1.023 -0.01 0.01 -0.01
C 0.095 7.257 -0.059 0.08 -0.02 -0.08
N 0.445 6.583 -1.135 0.00 -0.02 0.01
C 0.312 5.267 -0.793 0.05 0.06 -0.20
C -0.125 5.128 0.501 -0.04 0.04 0.12
N -0.257 6.414 0.963 -0.07 -0.01 0.15
C -0.346 3.866 1.120 0.03 0.18 -0.01
C -0.803 3.670 2.432 0.03 0.14 -0.09
C -0.935 2.392 2.885 -0.04 -0.10 0.15
C -0.660 1.323 2.032 -0.10 -0.30 0.36
N -0.271 1.470 0.784 0.09 0.99 -0.24
C -0.078 2.734 0.337 0.03 0.23 -0.29
C 0.401 2.867 -1.012 -0.04 0.08 0.24
N 0.663 1.718 -1.685 -0.27 0.73 -0.19
C 1.098 1.805 -2.934 0.13 -0.24 -0.28
C 1.306 3.021 -3.580 0.06 -0.04 -0.10
C 1.051 4.190 -2.919 -0.03 0.09 0.07
C 0.592 4.120 -1.597 0.01 0.17 0.07
H -0.032 14.681 -0.416 0.00 0.02 0.02
H -0.752 13.436 -1.460 -0.02 -0.01 0.01
H 1.020 13.550 -1.291 0.02 -0.01 0.01
H -0.134 11.239 2.322 -0.02 -0.01 -0.02
H -0.112 8.787 2.212 0.01 0.05 -0.01
H 0.331 8.986 -2.042 0.00 0.04 0.01
H 0.318 11.442 -1.932 -0.02 0.00 0.00
H -0.602 6.701 1.862 -0.01 0.02 -0.02
H -1.040 4.510 3.072 0.03 0.00 -0.02
H -1.260 2.186 3.895 -0.02 -0.04 -0.04
H -0.791 0.315 2.380 -0.06 -0.02 0.06
H 1.292 0.865 -3.434 -0.05 -0.03 -0.03
H 1.662 3.015 -4.601 0.00 -0.03 0.02
H 1.192 5.159 -3.381 0.00 -0.01 0.03
C -6.438 -1.965 0.779 0.01 0.01 0.03
C -4.930 -1.947 0.790 -0.02 -0.02 -0.03
O -4.485 -0.698 0.202 0.08 0.04 0.14
P -3.046 -0.575 -0.457 -0.74 0.32 0.33
S -2.707 1.332 -0.817 -0.14 -0.33 0.08
S -1.652 -1.343 0.814 0.08 0.25 -0.66
O -3.095 -1.573 -1.686 0.01 0.03 0.13
C -4.213 -1.625 -2.620 0.09 0.07 -0.16
C -4.115 -0.572 -3.698 0.08 0.00 -0.01
H -6.789 -2.857 1.299 -0.02 0.02 -0.02
H -6.826 -1.982 -0.239 0.00 0.00 0.01
H -6.833 -1.086 1.288 0.00 -0.02 0.00
H -4.515 -2.784 0.225 0.01 0.00 0.00
H -4.542 -1.986 1.809 0.03 -0.01 0.00
H -5.140 -1.527 -2.059 -0.06 -0.03 0.08
H -4.148 -2.625 -3.041 -0.02 -0.05 0.01
H -4.134 0.431 -3.275 -0.01 0.00 -0.01
H -4.968 -0.683 -4.370 0.02 0.00 -0.01
H -3.199 -0.698 -4.277 -0.06 0.00 0.02
O -0.289 -2.100 -1.415 0.11 -0.35 -0.56
Se -0.344 -1.561 -2.999 1.01 -0.61 -2.15
O 1.199 -1.181 -3.338 -0.20 -0.41 -0.66
O -0.948 -0.053 -2.480 -0.41 -0.16 -0.52
O -1.157 -2.387 -4.082 -0.29 0.11 0.34
```
Positions in Å, forces in eV/Å.

Properties
HOMO-LUMO gap (spin up / spin down) = 6.16 / 6.31 eV
2S+1 = 2
LUMO (spin up / spin down) = -4.15 / -4.02 eV
total charge = +1
electronic energy = -5474.27562 hartree
energy relative to the best compared isomer or geometry (same formula, charge and spin) = 333.2 kJ/mol

Atom charges from the Mulliken analysis, given in e for atoms 1 to 4: W 0.33; C -0.51; C -0.39; C -0.74


Computed, not measured: a molecular structure, C29H29N7O4SeSn, with the ωB97M-V functional and the def2-TZVPD basis.

Structure (XYZ):
```
71
Properties=species:S:1:pos:R:3:forces:R:3
Sn -0.774 1.200 2.325 -0.23 0.09 0.16
C 2.578 2.664 0.893 -0.03 0.00 0.06
C 1.905 2.710 2.239 -0.02 -0.05 -0.06
C 0.973 3.705 2.548 0.01 0.10 -0.09
C 0.393 3.784 3.813 0.05 0.03 0.02
C 0.726 2.857 4.792 0.02 -0.05 0.01
C 1.643 1.853 4.497 0.03 0.04 0.01
C 2.225 1.784 3.236 0.04 0.00 0.02
H 3.526 3.203 0.927 0.00 0.01 0.00
H 1.963 3.129 0.122 0.01 0.00 -0.01
H 2.800 1.638 0.593 0.02 0.01 -0.01
H 0.741 4.459 1.804 -0.05 -0.04 -0.01
H -0.290 4.591 4.043 -0.01 0.00 -0.02
H 0.292 2.925 5.781 0.00 0.00 -0.01
H 1.926 1.140 5.261 -0.01 -0.01 -0.01
H 2.977 1.029 3.032 -0.03 -0.01 0.00
N -3.233 3.092 2.495 0.04 -0.14 -0.13
N -4.407 2.338 2.333 -0.01 0.21 -0.02
C -4.356 1.026 2.092 -0.05 -0.22 0.26
N -5.482 0.359 1.902 -0.09 0.04 -0.09
N -3.118 0.489 2.099 0.22 0.12 -0.25
N -2.936 -0.836 1.912 0.11 -0.29 0.13
O -3.823 -1.628 1.701 0.01 -0.04 -0.03
O -1.738 -1.164 1.991 -0.09 0.19 -0.10
H -3.405 3.806 3.192 0.05 -0.07 0.10
H -2.997 3.529 1.610 -0.01 0.09 -0.02
H -5.298 2.812 2.319 -0.02 -0.01 -0.10
H -6.380 0.814 1.927 0.03 0.06 0.02
H -5.435 -0.632 1.713 0.00 0.00 0.04
O -1.483 2.373 0.207 -0.06 0.14 0.15
C -0.844 1.567 -0.484 0.00 -0.08 -0.14
N -0.762 1.385 -1.794 0.00 0.00 0.04
C 0.067 0.207 -2.131 0.10 -0.16 -0.10
C 0.409 -0.221 -0.699 -0.12 0.25 -0.04
O 1.116 -1.243 -0.421 0.09 0.14 -0.03
N -0.085 0.616 0.180 0.15 -0.38 0.06
C -0.764 -0.833 -2.895 -0.05 -0.05 0.12
C -1.537 -0.411 -3.975 0.00 0.01 0.00
C -2.299 -1.317 -4.692 -0.01 0.01 -0.01
C -2.305 -2.660 -4.339 0.03 0.01 0.00
C -1.539 -3.086 -3.267 -0.02 -0.01 -0.02
C -0.771 -2.180 -2.546 0.06 0.05 -0.03
C 1.330 0.645 -2.891 -0.03 0.10 0.02
C 1.188 1.567 -3.928 0.01 0.01 0.04
C 2.288 1.994 -4.651 -0.01 0.01 -0.02
C 3.554 1.513 -4.344 -0.01 -0.03 0.02
C 3.702 0.596 -3.317 0.01 0.02 -0.02
C 2.598 0.161 -2.593 0.04 -0.11 -0.01
H -1.235 1.953 -2.477 -0.05 0.01 0.03
H -1.547 0.627 -4.287 0.01 0.00 0.01
H -2.887 -0.972 -5.532 0.01 -0.01 0.01
H -2.896 -3.368 -4.904 0.00 0.01 0.01
H -1.534 -4.131 -2.985 0.01 0.02 -0.01
H -0.166 -2.547 -1.730 -0.02 -0.01 0.01
H 0.215 1.962 -4.195 0.01 0.00 0.00
H 2.153 2.703 -5.457 0.01 0.00 0.02
H 4.415 1.847 -4.907 -0.01 0.00 0.01
H 4.682 0.207 -3.072 -0.02 0.00 -0.01
H 2.753 -0.580 -1.821 -0.03 0.05 -0.02
Se 1.753 -1.405 1.381 -0.07 -0.10 0.03
C 1.753 -3.282 1.389 -0.02 0.06 0.00
C 2.943 -3.953 1.104 -0.06 -0.01 0.04
C 2.946 -5.337 1.112 0.03 -0.03 -0.04
C 1.774 -6.032 1.389 0.00 0.02 -0.01
C 0.595 -5.355 1.683 -0.03 0.00 0.01
C 0.577 -3.971 1.692 0.05 -0.01 0.00
H 3.845 -3.396 0.889 0.00 -0.01 -0.03
H 3.859 -5.874 0.894 -0.03 0.00 0.01
H 1.781 -7.114 1.376 0.00 0.01 0.03
H -0.307 -5.906 1.914 0.03 0.00 -0.02
H -0.328 -3.427 1.928 0.00 0.00 -0.01
```
Positions in Å, forces in eV/Å.

Properties
HOMO-LUMO gap = 7.88 eV
LUMO = -5.82 eV
total charge = +2
electronic energy = -4421.92113 hartree
energy relative to the best compared isomer or geometry (same formula, charge and spin) = 0.0 kJ/mol

Atom charges from the Mulliken analysis, given in e for atoms 1 to 4: Sn 1.06; C -1.37; C 0.30; C -0.20


no.,strongest force on any atom (eV Å⁻¹)
1,1.96
2,4.56
3,0.41